Below is a cluster of 5 separate species, C31H52NO12 in total in a non-equilibrium geometry, with properties calculated with ωB97M-V/def2-TZVPD.

Gap between HOMO and LUMO in eV: 5.9
Multiplicity: 1
Charge: +1
LUMO level in eV: -5.3
Energy in hartree: -2169.4387
Energy above the lowest of the compared OMol25 structures with the same formula, charge and spin in kJ/mol: 850.53
HOMO energy in eV: -11.28

Cartesian coordinates (Å):
1 O -0.5552 0.6441 -3.1757
2 H 8.6526 -1.2667 4.2575
3 H -4.1396 -0.6332 -1.7539
4 H 3.7430 1.9112 1.6231
5 C 3.5102 3.4084 3.1567
6 H -2.6367 -5.1072 -0.5212
7 C -0.7447 1.1581 1.6789
8 C -1.5618 2.2212 2.3835
9 C 2.1165 2.2214 4.8058
10 H -7.9594 -0.9329 -1.4189
11 C 0.2660 3.6655 -4.4640
12 C 9.4169 0.3439 1.4087
13 H -8.9562 -3.1703 -1.5239
14 O 1.0062 1.9359 5.2073
15 H 3.4885 4.4855 -5.2519
16 H 9.3048 0.3883 4.3447
17 H -0.8755 1.2131 4.5965
18 H -1.2189 0.0551 -3.6212
19 H -6.5091 -3.0886 -5.0200
20 C 1.4363 -2.2129 -0.4337
21 C -7.2779 -3.5469 -0.1035
22 H 3.5682 0.7446 5.2935
23 H -1.5258 -0.4430 4.5107
24 H -5.9191 -5.4679 -3.8522
25 H 0.1797 1.5829 1.2816
26 H -0.1122 -4.7265 -0.0112
27 O 7.3596 0.8653 2.5996
28 C 7.2046 0.2140 3.7719
29 H 5.2415 2.7746 2.0350
30 H -6.8856 -4.6217 0.0039
31 H 3.4975 3.1650 -6.4481
32 H -1.9631 0.6580 5.8419
33 C -7.4774 -4.3524 -2.7049
34 H -4.7124 -3.7308 -5.0340
35 H 3.2504 4.1988 2.4473
36 O -3.3366 -0.6882 -2.3426
37 H 3.4661 -1.4468 0.7603
38 C 3.3410 1.7802 5.5552
39 H 4.0647 3.8910 3.9654
40 H 0.3219 5.4682 -3.2830
41 C -5.5738 -3.3262 -4.3689
42 H -5.2911 -2.3110 -3.8667
43 H 2.6544 2.9437 -4.9366
44 C 8.6043 1.4045 2.1240
45 C 1.6948 4.2765 -6.3772
46 N -2.2404 -4.1692 -0.7653
47 C 8.4276 -0.2312 4.5214
48 O 0.3051 0.7145 -0.9884
49 H 10.3366 0.7723 1.0027
50 C -2.9728 1.0365 4.0186
51 O -4.4902 -3.2823 -1.6249
52 C -5.9718 -4.4646 -3.2506
53 H 8.3452 2.1956 1.4152
54 H -8.1170 -3.3475 0.6609
55 O 2.2670 2.8691 3.6337
56 O -4.0852 0.7536 4.4135
57 C -0.1073 -2.5240 -0.7816
58 H 8.2193 -0.1683 5.5919
59 C -7.7908 -3.2002 -1.6299
60 H 3.1335 1.8453 6.6257
61 H 8.8390 -0.0907 0.5887
62 H -0.4862 0.3377 2.3522
63 C -0.3691 0.0719 -1.8531
64 C -1.7524 0.5932 4.7721
65 H 1.8509 4.6088 -3.3204
66 C -3.1031 -3.1231 -1.3645
67 H -5.2511 -5.3086 -1.2541
68 C -0.8049 -3.9148 -0.4783
69 H -1.3149 0.7228 0.8543
70 H 0.6667 2.6489 -4.4832
71 C -4.8282 -4.6235 -2.1013
72 H -8.1815 -4.2071 -3.6054
73 H 9.1583 1.8857 2.9337
74 O 1.7841 4.7521 -7.4884
75 C -0.9694 -1.3840 -1.4582
76 H 4.2168 2.4009 5.3761
77 O 0.5307 4.3474 -5.6996
78 H -6.4257 -2.7900 0.1573
79 H 9.6842 -0.4773 2.0768
80 H -3.9370 -5.2093 -2.5547
81 C 2.8965 3.6835 -5.6976
82 H -0.8206 3.5670 -4.3936
83 C 0.7685 4.4703 -3.2823
84 H -1.8124 3.0120 1.6712
85 H -6.2606 -1.4807 -2.0813
86 C -2.4832 -1.6905 -1.7459
87 H -7.8601 -1.5580 -3.1533
88 H 0.5167 3.9725 -2.3422
89 O 6.0920 -0.0721 4.1746
90 O -2.8117 1.6848 2.8473
91 C 4.3221 2.3467 2.4424
92 H 4.5903 1.5259 3.1103
93 H -7.7910 -5.3658 -2.2152
94 C -7.3886 -1.6928 -2.0927
95 C 2.5061 -1.7044 0.1659
96 H -1.0143 2.7023 3.1978

In the Löwdin picture, each atom carries the following charge in e: O 0.067; H 0.102; H 0.133; H 0.079; C -0.221; H 0.171; C -0.071; C -0.212; C -0.497; H 0.098; C -0.240; C -0.064; H 0.138; O 0.079; H 0.099; H 0.073; H 0.029; H 0.117; H 0.096; C -0.049; C -0.088; H 0.096; H 0.097; H 0.148; H 0.073; H 0.155; O -0.018; C -0.507; H 0.081; H 0.063; H 0.094; H 0.100; C -0.165; H 0.091; H 0.123; O 0.016; H 0.089; C 0.018; H 0.118; H 0.087; C -0.073; H 0.063; H 0.066; C -0.226; C -0.521; N 0.123; C 0.013; O 0.064; H 0.087; C -0.521; O -0.077; C -0.287; H 0.124; H 0.087; O -0.006; O 0.086; C -0.059; H 0.097; C -0.366; H 0.098; H 0.085; H 0.075; C -0.291; C 0.004; H 0.069; C -0.036; H 0.137; C 0.068; H 0.058; H 0.096; C -0.143; H 0.123; H 0.118; O 0.102; C 0.084; H 0.073; O -0.002; H 0.077; H 0.069; H 0.141; C 0.005; H 0.122; C -0.060; H 0.125; H 0.041; C -0.034; H 0.097; H 0.076; O 0.075; O -0.008; C -0.062; H 0.045; H 0.130; C -0.093; C 0.147; H 0.116


Below is a cluster of 3 separate species, C21H40N5O7 in total in a non-equilibrium geometry, with properties calculated with ωB97M-V/def2-TZVPD.

Gap between HOMO and LUMO in eV: 8.2
Multiplicity: 1
Charge: +1
LUMO level in eV: -2.9
Energy in hartree: -1624.3024
HOMO energy in eV: -11.13

Cartesian coordinates (Å):
1 C 0.1550 1.0546 -0.5671
2 H 5.8256 0.0550 -4.9131
3 O 7.3746 1.1889 -0.6804
4 H 6.1449 1.7505 -3.2866
5 C -5.8850 2.3231 1.3617
6 H -7.0525 4.0760 0.9063
7 C 3.2278 -4.1108 -1.7737
8 H 4.6184 -5.0814 -0.9344
9 N 4.9115 -1.3377 -3.5903
10 O -5.1201 0.8334 3.8197
11 H -5.3426 4.4084 1.1077
12 H 0.8508 0.7940 1.5010
13 O -4.4974 1.5471 -1.8024
14 H -8.7355 -1.6474 2.8035
15 N 4.4130 -4.6121 -1.8269
16 N 3.1572 0.2684 -3.0328
17 C 6.2152 0.7466 -2.7627
18 H 3.0883 0.8651 -3.8580
19 C 2.9388 -1.6371 0.4450
20 H 7.6930 0.3317 1.1821
21 H -0.8968 0.3676 1.3332
22 O -5.7365 1.9427 -0.0155
23 H -6.3396 4.0760 2.5332
24 N 2.5715 -1.9024 -2.9419
25 C -5.8063 -0.0955 4.1691
26 C 0.1066 0.2826 0.8114
27 C -8.3338 -2.0660 3.7284
28 C 1.9212 0.1707 -2.1781
29 H 1.6699 2.3317 -1.5271
30 H -6.3978 -2.6984 4.5113
31 H 8.9158 1.5577 0.6671
32 H 3.3753 -3.5855 -3.9650
33 C -6.8355 -2.2561 3.6135
34 H -3.4326 2.8435 0.9725
35 H -2.5113 2.3745 -0.4307
36 O 2.7143 -2.1088 1.4819
37 C -3.4490 2.8313 -0.1160
38 N 3.2305 -1.1518 -0.6633
39 C -6.1693 3.8061 1.4894
40 H 6.9552 -0.9563 -3.9460
41 H 0.3014 -0.8215 0.7000
42 H -6.5411 -1.1985 5.9093
43 O -0.4856 2.3333 -0.3914
44 C 8.3106 0.6780 0.2931
45 C 5.9940 -0.3560 -3.8782
46 H 8.9462 -0.1745 -0.0676
47 H -0.0504 2.7151 0.3997
48 C -6.3323 -0.1839 5.5774
49 C 3.6883 -1.0567 -3.2444
50 O -6.1811 -1.0254 3.2735
51 H 8.0301 -0.3991 -1.9877
52 H -6.6231 -2.9470 2.7960
53 H -8.8281 -3.0182 3.9284
54 C 1.6575 1.2871 -1.1089
55 H -0.3756 0.4546 -1.3676
56 H 1.7080 -3.7943 -3.3196
57 H -5.5728 0.2099 6.2532
58 H 2.3556 1.2495 -0.2221
59 H -6.7391 1.7605 1.7414
60 C 7.5978 0.6404 -1.9929
61 C -4.5854 2.0349 -0.7015
62 C 2.7326 -3.3715 -3.0658
63 C 2.1040 -1.3417 -1.6716
64 H -8.5907 -1.3695 4.5287
65 H 5.1432 -2.3384 -3.6718
66 H -3.4947 3.8535 -0.4939
67 H 5.4083 0.7322 -1.9660
68 H 8.3030 1.3702 -2.5108
69 H 1.0811 0.1042 -2.9283
70 H -7.2350 0.4222 5.6609
71 H -5.0258 2.0082 1.9504
72 H 1.2024 -1.8001 -1.1772
73 H 2.5642 -4.2371 -0.8708

In the Löwdin picture, each atom carries the following charge in e: C -0.383; H 0.135; O -0.224; H 0.125; C -0.238; H 0.084; C -0.205; H 0.064; N 0.146; O 0.084; H 0.066; H 0.099; O 0.088; H 0.086; N 0.100; N 0.110; C -0.136; H 0.160; C -0.313; H 0.096; H 0.100; O 0.004; H 0.082; N -0.010; C -0.515; C -0.040; C -0.063; C -0.219; H 0.131; H 0.115; H 0.099; H 0.131; C -0.229; H 0.076; H 0.052; O 0.213; C 0.009; N 0.163; C -0.059; H 0.136; H 0.066; H 0.071; O -0.080; C -0.099; C -0.118; H 0.090; H 0.115; C 0.015; C -0.222; O 0.001; H 0.120; H 0.123; H 0.084; C -0.069; H 0.148; H 0.141; H 0.094; H 0.118; H 0.120; C -0.223; C -0.525; C -0.118; C -0.200; H 0.069; H 0.163; H 0.102; H 0.109; H 0.138; H 0.159; H 0.101; H 0.084; H 0.175; H 0.128


Below is an isolated molecule of C12H14N2O4 in a non-equilibrium geometry, with properties calculated with ωB97M-V/def2-TZVPD.

Gap between HOMO and LUMO in eV: 8.9
Multiplicity: 1
Structure (SMILES): Cc1ccc([C@H](O)c2cc(=O)n(C)c(=O)n2C)o1
LUMO level in eV: 0.3
Energy in hartree: -876.0527
Energy above the lowest of the compared OMol25 structures with the same formula, charge and spin in kJ/mol: 279.17
HOMO energy in eV: -8.60

Cartesian coordinates (Å):
1 O 1.6667 1.3847 1.2582
2 H 4.6476 2.7547 1.7883
3 H -3.4358 -0.7567 1.1851
4 C -3.3868 -0.2474 0.2126
5 C -0.0525 -2.4027 -0.6242
6 C -0.8246 -0.1646 -0.0855
7 C 0.8146 1.7401 0.2027
8 C -2.1868 -1.7699 -1.2836
9 C 3.8076 2.1831 2.0544
10 C 2.7275 2.9302 -0.1039
11 C 2.8123 2.0193 1.0107
12 H -3.4550 0.7948 0.3467
13 H 0.1602 1.4302 2.1734
14 N -2.1424 -0.6780 -0.4899
15 O -3.2579 -2.0308 -1.9211
16 C 0.1906 -1.1336 -0.1044
17 H 4.1618 1.1339 2.3134
18 C -0.5899 1.2876 0.3420
19 H -1.3141 1.8651 -0.1938
20 H -1.8327 -3.7805 -2.9428
21 H -0.1767 -4.2563 -2.2668
22 O 0.8166 -3.2664 -0.2758
23 C -1.2034 -3.9322 -2.0091
24 H 3.3600 3.7872 -0.3655
25 H -1.7553 -4.6774 -1.4473
26 H 1.2498 -0.8721 0.2204
27 N -1.1797 -2.6410 -1.3232
28 H 0.8581 3.2085 -1.2579
29 H -4.3349 -0.6178 -0.4130
30 H 3.1906 2.6002 2.8874
31 O -0.7212 1.4612 1.7048
32 C 1.3858 2.6468 -0.5923

In the Löwdin picture, each atom carries the following charge in e: O 0.041; H 0.068; H 0.096; C 0.008; C -0.433; C -0.021; C -0.225; C -0.456; C -0.024; C 0.040; C -0.341; H 0.060; H 0.127; N -0.001; O 0.014; C 0.072; H 0.112; C -0.268; H 0.152; H 0.112; H 0.104; O 0.026; C 0.014; H 0.113; H 0.097; H 0.156; N 0.024; H 0.089; H 0.138; H 0.111; O 0.000; C -0.005


Below is the ion H3N4O2 with charge -1 in a non-equilibrium geometry, with properties calculated with ωB97M-V/def2-TZVPD.

Gap between HOMO and LUMO (alpha / beta) in eV: 6.5 / 6.5
Multiplicity: 1
Charge: -1
Structure (SMILES): N[N-][N+](=O)[N-]O
LUMO level (alpha / beta) in eV: 4.7 / 4.7
Energy in hartree: -371.1410
Energy above the lowest of the compared OMol25 structures with the same formula, charge and spin in kJ/mol: 111.20
HOMO energy (alpha / beta) in eV: -1.80 / -1.80

Cartesian coordinates (Å):
1 N 0.3278 -0.2256 0.0798
2 O 2.5673 0.4325 -0.1248
3 N 1.7677 -0.7122 -0.2084
4 H 1.8822 1.1468 -0.0473
5 N -1.8787 -0.4405 0.2889
6 O 0.1958 1.0496 0.1761
7 N -0.6219 -1.0677 0.0959
8 H -1.7351 0.5752 0.1912
9 H -2.5051 -0.7581 -0.4515

In the Löwdin picture, each atom carries the following charge in e: N -0.389; O -0.253; N -0.110; H 0.018; N -0.054; O -0.188; N -0.095; H 0.033; H 0.038


Below is an isolated molecule of C4H5N3 in a non-equilibrium geometry, with properties calculated with ωB97M-V/def2-TZVPD.

Gap between HOMO and LUMO (alpha / beta) in eV: 9.2 / 6.4
Multiplicity: 1
LUMO level (alpha / beta) in eV: 0.2 / -0.5
Energy in hartree: -319.5425
Energy above the lowest of the compared OMol25 structures with the same formula, charge and spin in kJ/mol: 445.57
HOMO energy (alpha / beta) in eV: -8.96 / -6.91

Cartesian coordinates (Å):
1 C -0.1315 0.3407 0.4204
2 H 2.1242 -1.6590 -0.8458
3 N 0.7392 -0.3423 -1.6944
4 H 0.0517 1.6029 -1.3224
5 N -1.7223 1.0990 2.3722
6 H -1.2261 0.4094 -1.4921
7 H -1.9216 -0.2782 1.0169
8 C -1.2475 0.5201 1.4158
9 C 1.3268 -0.9299 -0.7359
10 N 0.8575 -0.5791 0.5442
11 C -0.2278 0.5649 -1.0751
12 H 1.3775 -0.7484 1.3962

In the Löwdin picture, each atom carries the following charge in e: C -0.205; H 0.122; N 0.052; H 0.123; N 0.131; H 0.116; H 0.133; C -0.324; C -0.189; N 0.063; C -0.173; H 0.150


Below is the ion C5H11N2O with charge +1 in a non-equilibrium geometry, with properties calculated with ωB97M-V/def2-TZVPD.

Gap between HOMO and LUMO in eV: 10.0
Multiplicity: 1
Charge: +1
Structure (SMILES): C/[NH+]=C\N/C(C)=C\O
LUMO level in eV: -3.1
Energy in hartree: -381.5774
Energy above the lowest of the compared OMol25 structures with the same formula, charge and spin in kJ/mol: 227.18
HOMO energy in eV: -13.08

Cartesian coordinates (Å):
1 C -2.0354 0.3599 -1.0118
2 H -1.3653 -0.7945 2.0895
3 C 1.2255 1.1683 -0.2324
4 H -2.8833 1.1013 -1.1379
5 H 0.6673 2.8891 0.4037
6 O 0.2947 1.9966 0.2490
7 H 0.6323 -1.2066 1.6989
8 N -2.0825 -0.3420 0.2709
9 H -3.0010 -0.5612 0.5815
10 H 2.6306 -1.4720 0.5993
11 H -1.0888 0.8623 -1.0365
12 H -2.1461 -0.3953 -1.8379
13 N 0.2458 -0.5824 1.0446
14 C 2.1014 -1.2043 -0.2706
15 C -1.0667 -0.6276 1.0454
16 H 2.9670 -0.7129 -0.9772
17 C 1.2169 -0.1198 0.0236
18 H 1.6566 -2.0567 -0.7446
19 H 2.0310 1.6977 -0.7576

In the Löwdin picture, each atom carries the following charge in e: C -0.018; H 0.175; C -0.150; H 0.125; H 0.146; O 0.026; H 0.143; N 0.048; H 0.150; H 0.074; H 0.048; H 0.115; N 0.135; C -0.040; C -0.096; H 0.165; C -0.289; H 0.088; H 0.154


Below is a structure of composition CH18F3Na2O12S in a non-equilibrium geometry, with properties calculated with ωB97M-V/def2-TZVPD.

Gap between HOMO and LUMO in eV: 8.5
Multiplicity: 1
Charge: +1
LUMO level in eV: -3.8
Energy in hartree: -1974.0490
Energy above the lowest of the compared OMol25 structures with the same formula, charge and spin in kJ/mol: 66.23
HOMO energy in eV: -12.36

Cartesian coordinates (Å):
1 H 0.5541 -2.4709 1.0700
2 O 1.2564 -2.9327 1.5280
3 O 2.8311 -0.8618 1.5268
4 H -1.8727 -2.7428 -1.3520
5 O 3.3357 0.0909 -3.0067
6 H -2.6831 -3.6974 2.6059
7 H -0.2978 5.0300 -1.2533
8 S -1.6305 -0.5794 0.2391
9 H -1.0766 0.3294 4.4554
10 F 0.3178 -0.0980 1.9600
11 O -2.6504 -4.0718 1.7256
12 H 3.4420 -0.4939 -3.7570
13 H 2.5893 3.2710 -1.4889
14 O 1.8039 2.7717 -1.2650
15 O 0.3718 1.2658 -3.1174
16 O -2.6555 -0.2725 1.2739
17 F 0.9601 0.0857 -0.1263
18 C -0.0070 0.3248 0.7470
19 H 0.8452 1.7391 -3.8017
20 O -1.3093 -2.0087 0.1248
21 H 3.2802 -1.1216 0.7223
22 Na -4.1817 0.7261 3.1597
23 H 2.1240 2.0520 -0.7211
24 Na -2.0235 0.7887 -3.2582
25 H 0.5828 4.1520 -0.3898
26 H 0.7745 1.5592 -2.3001
27 H 2.5457 0.0370 1.3628
28 H -1.7013 -2.5667 -2.8458
29 O -1.8697 0.8604 4.3835
30 H 1.9694 -2.2960 1.5781
31 H 2.5844 -0.2634 -2.5309
32 H -1.5583 1.7644 4.4285
33 O -1.8793 0.0487 -1.0772
34 F -0.2499 1.6193 0.8025
35 H -2.1419 -3.4414 1.2154
36 O -2.0926 -3.1459 -2.1918
37 O -0.2875 4.5488 -0.4259

In the Löwdin picture, each atom carries the following charge in e: H -0.026; O -0.051; O -0.024; H -0.040; O -0.047; H 0.024; H 0.031; S 0.641; H 0.058; F 0.149; O -0.042; H 0.045; H 0.086; O -0.026; O -0.052; O -0.332; F 0.139; C -0.660; H 0.064; O -0.319; H 0.071; Na 0.810; H 0.045; Na 0.755; H -0.014; H -0.006; H 0.036; H 0.012; O -0.034; H -0.039; H 0.011; H 0.057; O -0.364; F 0.162; H -0.021; O -0.044; O -0.057


Below is a structure of composition C10H4N2O4V in a non-equilibrium geometry, with properties calculated with ωB97M-V/def2-TZVPD.

<S²>: 2.369
Gap between HOMO and LUMO (alpha / beta) in eV: 3.0 / 5.1
Multiplicity: 3
Charge: +3
LUMO level (alpha / beta) in eV: -17.5 / -16.0
Energy in hartree: -1736.5031
Energy above the lowest of the compared OMol25 structures with the same formula, charge and spin in kJ/mol: 82.94
HOMO energy (alpha / beta) in eV: -20.50 / -21.16

Cartesian coordinates (Å):
1 C -1.0345 0.1101 2.5451
2 C 1.1894 -0.0587 4.1271
3 O 3.3222 -1.7891 -0.2046
4 C -0.1447 0.0259 6.2266
5 C -1.1636 0.1879 3.9648
6 O -0.2189 0.1454 -3.1613
7 H -1.9695 0.2049 1.9701
8 C -1.5076 -2.0203 0.0928
9 C 2.2093 -1.4614 -0.2226
10 O -2.4611 -2.6034 0.3558
11 C 1.2309 -0.1265 2.7159
12 O -0.8602 4.9279 0.4227
13 H 2.1167 -0.1552 4.6994
14 N -0.2267 0.0412 7.4099
15 C -0.0374 0.0373 4.7841
16 H 2.2146 -0.2325 2.2340
17 H -2.1589 0.2848 4.4322
18 C -0.0959 -0.0346 -2.0188
19 V 0.1393 -1.0842 -0.3663
20 N 0.1319 -0.1854 1.8957
21 C -0.6754 3.7859 0.4208

In the Löwdin picture, each atom carries the following charge in e: C -0.051; C 0.090; O 0.292; C -0.053; C 0.097; O 0.319; H 0.139; C 0.030; C 0.086; O 0.325; C -0.038; O 0.042; H 0.167; N 0.315; C -0.134; H 0.127; H 0.170; C 0.067; V 1.021; N 0.003; C -0.014